{"formula": "C30H33InN5O2P2S", "method": "ωB97M-V/def2-TZVPD", "elements": ["C", "H", "H", "C", "H", "C", "C", "H", "O", "C", "H", "H", "H", "H", "C", "O", "C", "In", "H", "C", "H", "H", "C", "C", "H", "H", "C", "H", "C", "C", "H", "C", "H", "H", "C", "C", "H", "C", "H", "H", "C", "C", "H", "C", "P", "C", "H", "C", "N", "C", "H", "H", "H", "H", "C", "H", "C", "C", "C", "H", "H", "P", "N", "C", "C", "C", "H", "H", "H", "N", "H", "S", "N", "N"], "positions_angstrom": [[-3.4178, 0.6168, 1.0821], [3.4458, 0.3515, 0.7691], [-0.5715, 3.8111, 0.0831], [-3.5475, -1.3189, 3.0741], [3.7668, 1.5960, -3.0392], [1.6600, -3.3336, 2.5400], [-2.1772, 0.0982, 1.5757], [0.7058, -0.1633, 2.5850], [0.3227, -1.6293, -0.8157], [0.5400, 3.9369, -3.6682], [2.7897, 0.3679, -3.9035], [-0.3444, 3.6117, 5.0967], [0.1595, 5.7719, 1.3691], [-1.6548, -5.3452, 2.1273], [3.6321, -0.5702, 0.1741], [-0.7752, 1.1590, -0.5235], [4.9533, -0.6961, -0.3646], [-0.3536, -0.0918, -2.2410], [-4.0245, 0.8193, -3.4045], [-4.6045, -0.0336, 1.3552], [6.5099, -2.0606, -0.7969], [0.3243, 4.9528, -3.7854], [-0.5686, 2.4969, 1.8810], [-0.4234, 3.6915, 1.1996], [-1.1850, -3.2615, 0.6616], [2.5872, 0.6317, -2.1117], [4.5795, -3.0370, -0.8238], [-5.6724, -1.3151, 2.7763], [-4.7256, -0.9350, 2.4032], [-0.6674, 2.4868, 3.2869], [-0.0288, -5.8613, 3.8921], [0.6950, -2.8684, 1.6709], [-3.3186, 1.4766, 0.4404], [-1.4470, -1.2179, 3.1971], [5.4429, -1.9429, -0.7061], [-0.7356, -4.7684, 2.1301], [-3.5686, 0.0163, -1.4461], [3.2494, -2.9181, -0.3780], [2.6906, -3.8137, -0.2755], [-3.5875, 1.2252, -5.6517], [1.4562, -4.5441, 3.2169], [-2.5235, -0.1606, -4.5106], [1.5249, 0.6068, 1.3437], [-0.3317, 3.6395, 4.0219], [1.0206, -1.5564, 0.5147], [0.1138, 4.8163, 3.3572], [-1.4282, 2.9629, -3.9415], [0.6802, -0.0215, 1.5222], [-3.2228, 0.1707, -3.4088], [-0.4682, -3.6439, 1.3894], [0.4643, 5.6977, 3.9189], [5.4894, 0.2677, -0.6232], [4.9851, -3.9655, -1.2033], [2.2775, -4.9020, 3.8355], [0.1857, -5.1503, 3.1176], [2.6370, -2.7700, 2.6899], [-0.3401, 2.9253, -3.6216], [-2.2889, -0.8946, 2.6177], [2.7870, 1.1321, -3.0673], [2.6596, 4.0288, -3.5294], [-5.4412, 0.2412, 0.6484], [-0.7363, 0.9333, 1.0164], [-2.9524, -0.4360, -2.1457], [1.6634, 2.0856, -3.2859], [2.8016, -1.7122, 0.1756], [0.0244, 4.8330, 1.9285], [-0.9248, 1.6077, 3.8339], [-2.1850, 0.4373, -6.4025], [-3.6560, -1.8607, 3.9968], [-2.7536, 0.6570, -5.5961], [-3.2597, -1.4020, -2.0790], [-1.1286, -1.1615, -4.3645], [1.8243, 3.4794, -3.3920], [0.3908, 1.7229, -3.4093]], "atomic_forces_ev_per_a": [[2.1, -1.3, 0.0], [-0.3, -0.6, -1.0], [0.4, -0.5, 1.5], [-0.3, 1.0, -0.8], [0.0, 0.1, 0.1], [1.8, 0.0, 0.5], [-2.3, -0.9, 1.5], [-0.3, -0.6, 0.6], [-1.7, 1.1, -2.1], [0.4, -0.1, 0.6], [0.0, 0.8, 1.0], [-0.1, 0.0, 0.2], [0.1, -0.5, 0.4], [0.0, 0.3, -0.5], [1.4, -0.4, -0.1], [0.5, -0.6, -0.2], [-1.3, 1.7, 0.1], [-0.7, 0.2, 1.1], [0.6, -0.6, -0.4], [-1.5, 1.0, -1.4], [0.1, -0.1, -0.7], [-0.1, 1.3, -0.4], [-1.1, -0.4, 0.1], [1.2, 1.8, -0.6], [0.2, -0.3, 0.1], [0.4, -0.2, -0.1], [-0.4, 0.6, 0.8], [0.0, 0.1, -0.4], [1.1, -0.3, 0.4], [1.0, 1.4, 0.0], [-0.3, -0.7, -0.3], [-1.7, -1.1, -1.9], [-0.5, 0.1, -0.4], [0.6, -0.2, -0.1], [-0.3, 0.0, -0.2], [0.2, -0.4, 1.6], [0.8, 0.2, -0.4], [1.5, 0.4, 0.0], [-0.8, -0.6, -0.3], [0.0, -0.1, -0.3], [-0.7, 1.1, -0.3], [-0.1, 3.4, 0.0], [0.6, 0.8, -0.3], [0.5, 0.3, -1.2], [2.5, -0.3, 3.2], [-0.6, -1.0, -1.2], [1.7, -0.2, 0.8], [0.4, -0.5, -1.7], [-0.9, -0.7, 0.3], [0.2, 0.9, 0.1], [-0.3, -0.6, -0.4], [-0.1, -1.4, 1.1], [-0.2, -0.1, 0.2], [-0.6, -0.1, 0.2], [1.4, 0.6, 0.0], [-1.4, -0.8, -0.3], [-1.0, -0.8, -0.8], [-0.5, 1.1, -0.6], [-0.6, -0.9, -0.7], [0.2, -0.3, 0.2], [0.5, -0.2, 1.5], [-0.2, 0.8, 0.1], [-0.1, 0.8, 0.5], [1.3, 1.8, -0.2], [-0.2, 1.5, -0.1], [-0.9, -0.1, 0.6], [-0.2, -0.6, 0.2], [-0.4, 0.3, -0.3], [0.3, -0.4, 0.0], [0.8, -2.4, 1.6], [0.0, -0.4, -0.7], [-0.1, -0.5, -0.4], [-2.5, -2.9, -0.5], [0.2, 0.7, 0.9]], "lowdin_charge": [-0.1023, 0.1136, 0.1224, -0.0323, 0.1004, -0.0807, -0.2698, 0.0918, -0.3687, -0.0599, 0.1305, 0.1131, 0.1154, 0.1215, -0.0887, -0.4011, -0.0624, 0.8336, 0.1907, -0.0795, 0.1222, 0.1209, -0.3066, -0.0762, 0.1038, 0.0564, -0.0190, 0.1284, -0.0221, -0.0582, 0.1167, -0.3288, 0.1049, 0.1004, -0.0495, -0.0499, 0.1068, -0.0566, 0.1106, 0.1363, -0.0262, -0.7289, 0.0498, -0.0323, 0.8059, -0.0136, 0.1380, -0.2556, -0.0474, -0.0823, 0.1268, 0.1363, 0.1228, 0.1234, -0.0235, 0.1457, -0.0967, -0.0444, 0.0189, 0.1801, 0.1353, 0.7837, 0.0380, -0.3340, -0.2984, -0.0420, 0.1014, 0.1265, 0.1190, 0.1627, 0.1268, 0.7855, 0.1742, -0.0036], "e_above_lowest_ev": 2.018, "total_charge": 3, "gap_ev": 6.9061}